# 1
C41H51F2N5O4 | ωB97M-V with the def2-TZVPD basis set

Computed properties:
SMILES = Fc1ccccc1.Fc1ccccc1.c1ccncc1.c1ccncc1.c1ccncc1.c1ccncc1.c1ccncc1.CO.CO.CO.CO
Lowest unoccupied orbital energy = 0.43 eV
Kohn-Sham gap = 9.353 eV
Relative energy (zero: lowest compared OMol25 entry of this formula, charge and spin) = 196.4 kJ/mol

Geometry as ORCA input:
```
! wB97M-V def2-TZVPD RIJCOSX def2/J DEFGRID3
* xyz 0 1
C -15.119 -20.850 -1.747
C -12.065 -11.583 -4.225
C -10.033 -18.417 -3.624
H -10.995 -12.710 -10.585
N -15.861 -18.640 -2.514
C -13.837 -14.431 -10.622
C -12.561 -15.669 -3.668
C -14.618 -20.182 -0.604
H -13.359 -10.842 -8.403
H -14.747 -14.534 -11.194
H -12.287 -15.581 -7.781
O -13.318 -19.935 -7.788
H -11.514 -18.922 -0.039
C -10.794 -14.294 -2.833
C -12.493 -15.066 -8.707
C -15.179 -11.869 -8.887
H -9.758 -19.278 1.590
C -13.723 -15.143 -9.435
F -14.726 -15.891 -8.967
H -9.667 -13.305 -4.388
H -11.735 -18.275 -2.382
H -8.610 -18.680 -5.203
H -11.793 -17.762 1.180
H -12.472 -12.486 -4.654
H -6.578 -13.860 -1.769
H -12.876 -9.430 -1.868
C -11.534 -14.127 -9.133
N -13.856 -12.262 -6.987
N -12.567 -11.112 -3.027
H -13.870 -11.536 -0.159
H -12.975 -12.918 -11.951
C -12.363 -9.801 -2.743
H -14.334 -20.782 0.249
H -16.258 -20.330 -3.543
N -11.240 -20.782 -4.644
C -14.084 -11.588 -8.111
H -8.353 -12.242 0.415
C -8.569 -11.469 -2.838
H -8.346 -10.315 -4.594
H -5.318 -13.187 -3.748
C -12.795 -13.579 -11.116
C -10.861 -14.892 -5.172
H -11.623 -7.934 -3.426
H -11.494 -11.535 1.506
H -12.342 -15.101 -1.600
H -10.297 -13.947 -1.940
C -16.111 -12.839 -8.477
C -11.639 -9.002 -3.583
C -14.715 -13.282 -6.617
C -14.735 -18.806 -0.459
H -13.534 -17.775 -7.635
C -11.759 -13.420 -10.307
F -13.544 -16.542 -3.445
H -9.627 -20.835 -5.993
C -6.715 -11.679 -4.284
C -15.728 -19.999 -2.663
H -15.548 -17.019 -1.331
H -15.152 -11.447 -9.881
H -16.631 -14.308 -7.049
H -15.027 -21.914 -1.910
H -10.630 -8.876 -5.492
H -11.663 -10.506 0.157
H -12.732 -20.465 -3.248
C -15.896 -13.569 -7.333
N -8.166 -12.519 -2.084
H -16.937 -13.024 -9.148
H -14.590 -13.874 -5.722
C -11.815 -20.054 -3.644
C -10.995 -18.179 0.566
C -11.433 -10.791 -5.108
H -11.005 -17.370 -0.164
H -9.128 -14.374 1.318
C -10.097 -20.318 -5.170
H -13.883 -20.448 -7.206
O -13.430 -11.512 0.693
C -13.012 -18.665 -7.284
H -8.138 -14.587 -0.182
H -11.693 -12.312 -0.007
C -7.840 -11.012 -3.943
H -10.467 -14.868 -6.177
C -9.446 -19.159 -4.715
H -9.444 -11.011 -2.402
C -10.366 -14.097 -4.166
C -7.036 -13.193 -2.485
H -12.630 -15.980 -5.769
C -15.376 -18.083 -1.404
C -12.033 -11.447 0.563
C -6.301 -12.767 -3.597
H -11.071 -11.189 -6.044
H -9.542 -17.540 -3.228
H -6.229 -11.299 -5.170
C -11.218 -18.851 -3.135
C -11.209 -9.479 -4.808
H -11.983 -18.399 -7.528
C -11.927 -15.050 -2.595
C -8.154 -14.235 0.850
H -10.643 -13.816 -8.608
H -14.334 -18.345 0.431
C -12.002 -15.631 -4.962
O -7.768 -12.887 0.820
H -13.202 -18.749 -6.214
O -9.761 -18.395 1.212
H -7.397 -14.815 1.377
*
```

---

# 2
C41H51N10OP2PdS2Se2 | ωB97M-V with the def2-TZVPD basis set

Computed properties:
Lowest unoccupied orbital energy = -2.52 eV
Kohn-Sham gap = 6.909 eV
Relative energy (zero: lowest compared OMol25 entry of this formula, charge and spin) = 0.0 kJ/mol

Geometry as ORCA input:
```
! wB97M-V def2-TZVPD RIJCOSX def2/J DEFGRID3
* xyz 1 1
P -1.154 -0.597 3.488
N 3.001 2.067 1.106
C -2.474 1.328 -1.518
H 1.483 -0.296 4.442
C -3.105 -1.015 -1.607
C 4.108 -1.622 3.741
N -0.931 2.936 1.641
H 3.646 0.701 3.016
C 1.007 -3.284 -1.148
H -4.228 1.996 8.106
N 0.400 -2.129 -1.437
H -2.889 2.232 -1.961
N 1.544 -3.448 0.053
C -3.741 -3.374 -1.823
C -1.198 6.989 2.541
Pd -0.069 -0.660 -0.028
C -5.601 -1.670 3.576
C 1.075 -4.342 -2.105
H -5.193 -1.878 -3.843
H 2.459 0.075 6.690
S -2.316 -1.414 -0.129
C -3.231 0.355 -3.627
C 0.550 0.117 7.669
N -3.068 0.183 -2.187
H -0.446 7.550 2.000
C -0.583 -2.666 -4.952
H -2.116 2.720 7.007
C 1.386 0.000 6.566
H -0.388 -3.524 -5.589
H -2.716 1.305 -0.460
H 2.510 -1.812 2.316
C 2.808 0.763 1.189
H 1.386 4.100 1.546
H 2.017 -4.302 0.289
C -1.886 4.955 3.634
H -5.032 -3.160 5.016
C -0.079 -1.882 -2.705
H -0.123 -1.777 -5.377
C -3.364 -1.976 4.393
H -3.847 5.021 4.526
H 3.453 -1.349 4.569
C -2.421 7.575 2.844
N -3.881 -1.967 -2.174
H 3.312 3.173 -0.637
C 2.102 4.293 0.752
H 1.555 -2.671 0.697
H -6.252 1.614 6.743
H 1.636 4.957 0.025
P -1.447 3.306 4.263
C -1.371 -0.161 6.250
H 3.533 2.503 1.849
H -6.643 -1.965 3.569
H 0.973 0.277 8.652
Se 0.254 3.364 5.496
H 1.683 2.522 -0.433
C -5.170 -0.629 2.772
C -0.823 0.036 7.511
C 3.472 -1.311 2.400
C -3.835 -0.246 2.786
N -0.547 2.083 0.729
H 4.119 -1.632 1.582
S 2.229 -0.134 -0.196
C -4.112 2.509 4.283
C -0.931 0.914 2.534
H -2.694 -3.623 -1.665
C -1.177 2.269 2.789
C -4.697 -2.342 4.392
H 4.298 -2.691 3.811
H 2.969 4.810 1.172
C -5.292 2.117 4.892
H -4.124 0.938 -3.861
C -0.535 -0.282 5.148
H -5.948 -2.201 -2.274
N -0.544 0.864 1.234
H -3.498 0.568 2.158
O -0.542 -0.812 -3.037
H -4.313 7.313 3.817
C 2.511 2.996 0.084
H -5.379 -0.573 -2.655
C -3.367 6.859 3.557
C -0.928 5.695 2.942
C -2.965 2.712 5.049
C -2.929 -0.913 3.598
H 0.036 5.261 2.733
N -0.029 -2.929 -3.628
H -2.653 -2.526 4.998
H 0.542 -4.862 -4.101
H 5.064 -1.108 3.859
H 1.542 -5.282 -1.860
H -1.657 -2.500 -4.881
Se -0.211 -2.279 2.603
H -2.443 -0.214 6.134
H -4.081 2.667 3.210
C -3.101 5.554 3.954
C -3.012 2.535 6.425
C -5.167 -1.631 -2.780
H -3.286 -0.611 -4.119
H -4.134 -3.964 -2.651
C -4.193 2.135 7.033
C 0.846 -0.201 5.311
H -2.352 0.878 -4.002
C 0.539 -4.116 -3.317
H -4.295 -3.622 -0.915
H -6.183 1.962 4.297
H -1.390 1.326 -1.634
H -1.476 0.129 8.369
H -5.871 -0.106 2.134
H -2.627 8.592 2.536
C -5.330 1.923 6.267
N 3.246 0.132 2.281
*
```

---

# 3
C41H52BN13PPbS5 | ωB97M-V with the def2-TZVPD basis set

Computed properties:
Lowest unoccupied orbital energy (alpha / beta) = -6.38 / -8.73 eV
Kohn-Sham gap (alpha / beta) = 5.825 / 3.470 eV

Geometry as ORCA input:
```
! wB97M-V def2-TZVPD RIJCOSX def2/J DEFGRID3
* xyz 2 2
C 0.878 -1.376 4.021
H -2.844 -3.847 -1.374
H -3.548 -3.681 -3.736
C 1.995 3.977 0.669
H 2.158 1.628 -3.432
H -0.980 3.456 -0.056
C 0.333 -1.632 -3.864
H 4.076 3.782 6.699
C -3.817 -3.424 -1.592
C 6.003 2.975 3.981
H -3.069 -2.087 -3.128
C -3.490 -0.382 0.948
H -0.629 -2.095 -3.649
C -5.499 1.948 -3.221
H 4.340 5.132 5.600
C 5.108 -1.453 0.405
H -5.218 0.843 1.541
N 1.287 -0.598 3.014
C -3.803 -2.890 -3.029
C 2.498 -0.096 4.787
H 5.719 4.369 6.386
H 1.857 -0.867 -6.739
H 3.709 3.777 2.083
N 1.366 1.853 0.970
S -4.286 0.802 -2.785
H -6.062 4.155 1.544
H -1.744 0.586 -3.722
H 2.286 -1.820 -1.585
C 4.870 3.221 4.790
C 3.324 -2.092 -1.385
H -3.682 -0.066 3.041
H -2.311 -1.057 2.595
H -1.056 1.008 1.859
C -4.170 -2.322 -0.612
N -0.473 0.822 -5.363
C -5.831 -0.691 0.225
N 4.285 1.750 3.338
C 1.076 2.980 0.324
H 1.528 -1.546 6.138
C 1.373 -5.347 0.951
H 2.029 4.994 0.310
C 1.620 -1.089 5.166
C 0.857 1.327 -5.722
N -2.089 -2.280 0.714
C 4.746 4.177 5.937
H 3.253 0.418 5.358
H -0.509 -0.563 -6.915
C -1.679 -3.582 0.660
H 0.964 2.350 -5.359
N 2.460 2.100 1.734
B 3.224 1.013 2.548
S -4.030 3.551 0.432
C -0.728 0.938 -3.934
H -1.534 1.030 3.550
H -0.624 -6.231 0.763
C -2.852 -0.150 2.339
C -0.100 3.093 -0.596
H -0.758 -2.267 2.946
H -0.345 2.126 -1.044
C 5.588 2.047 3.070
C 0.026 -5.368 0.806
H 6.121 1.626 2.234
H -0.865 -2.395 4.714
H 3.376 -3.177 -1.278
H 5.801 -0.382 2.229
C -4.502 2.662 -0.948
C -0.583 -0.563 -5.828
C 3.837 -1.395 -0.164
C 5.050 -0.600 1.489
C 2.854 3.374 1.563
C -0.395 -3.987 0.712
H -0.670 1.989 -3.637
H 0.113 3.805 -1.393
H -6.029 4.863 -0.095
H -4.783 -2.495 -3.309
N 3.837 2.497 4.394
N 2.284 0.204 3.498
N 0.724 -3.145 0.796
H 0.261 -3.411 3.819
C -4.935 -0.009 0.933
H 2.743 -3.549 1.091
H -2.434 -4.365 0.694
H 2.043 -6.186 1.060
Pb 0.686 -0.547 0.698
H -6.879 -0.417 0.250
S -2.573 0.673 -0.411
H 2.873 0.022 -3.374
H 2.557 -1.492 -5.236
S -6.390 1.846 -4.573
C -0.186 -2.415 3.861
H -2.428 1.994 2.370
C 2.011 0.588 -3.732
C -5.443 4.635 0.790
C 1.768 -0.866 -5.653
H 0.938 1.328 -6.808
H 5.955 -2.031 0.071
C -3.200 -1.765 0.360
N 3.829 -0.049 1.552
H 3.929 -1.825 -2.251
C -3.847 1.468 -1.304
H 6.987 3.408 4.076
N 3.068 -0.557 0.542
H 1.107 -2.323 -3.522
H -5.027 5.560 1.183
H -4.547 -4.231 -1.510
N 0.465 -1.435 -5.302
S -5.674 3.226 -2.059
H -6.161 -2.265 -1.259
N 1.940 0.507 -5.184
C -1.918 1.042 2.530
P 0.467 -0.045 -2.873
H -1.560 -0.961 -5.541
C 1.745 -3.951 0.946
C -5.415 -1.811 -0.612
*
```

---

# 4
C41H52GeIN3O4SiTi | ωB97M-V with the def2-TZVPD basis set

Computed properties:
Lowest unoccupied orbital energy (alpha / beta) = 1.90 / 2.11 eV
Kohn-Sham gap (alpha / beta) = 4.930 / 6.716 eV
Relative energy (zero: lowest compared OMol25 entry of this formula, charge and spin) = 318.1 kJ/mol

Geometry as ORCA input:
```
! wB97M-V def2-TZVPD RIJCOSX def2/J DEFGRID3
* xyz -1 2
H -0.390 5.788 -4.253
H 4.220 -2.060 4.264
C 0.901 5.951 3.053
N 0.431 0.496 1.760
H 5.034 3.542 -0.717
H -5.004 -3.391 -2.699
C -4.683 -3.124 2.030
C -2.125 4.534 -4.096
H 3.218 -2.818 -3.876
H 1.450 -3.506 0.700
H 4.339 1.250 2.346
H -1.628 -1.655 2.638
H 4.289 -4.494 -2.359
C 3.350 1.254 -2.553
C 3.929 -1.250 3.593
H -1.462 -3.643 0.914
C 2.832 -2.961 -2.873
H -2.902 1.062 1.857
Ge -0.002 2.583 -0.250
H -5.300 -2.304 2.400
H -3.226 -1.006 3.062
O 3.186 -5.010 1.342
C 2.939 3.110 -0.541
H -2.600 4.940 -4.981
C 2.911 -4.054 -0.750
C 5.148 -0.695 2.854
H -2.301 -4.473 2.234
H 2.800 3.835 0.253
Si -3.348 -1.371 0.152
C -3.284 -2.648 1.613
H 0.282 2.634 2.850
N 2.572 -0.707 1.641
H -5.848 -1.243 0.397
C -5.032 -0.516 0.427
H -4.396 -0.307 -2.372
H -3.652 1.340 0.332
O -0.298 -1.669 0.565
C 4.418 2.012 -2.093
H 5.867 -0.289 3.568
C 1.849 2.363 -0.996
H -5.770 -2.340 -1.508
C -2.740 3.524 -3.372
C 3.704 -0.167 0.873
H -1.476 -2.664 -1.995
C 1.231 -2.375 -1.135
H 4.105 -0.997 0.283
H 3.278 -2.620 2.041
H -3.835 -1.435 -3.610
C 4.750 0.374 1.835
H -4.931 -3.809 -0.988
C -2.725 1.509 0.866
H 1.110 6.722 3.786
C 1.444 -0.076 1.710
C 4.208 2.943 -1.086
H -2.629 -3.453 -3.063
H -3.700 3.132 -3.689
H 3.477 -0.463 4.206
C -4.900 -2.972 -1.690
H -2.410 -4.043 -1.416
H 5.618 0.712 1.266
C 2.891 -1.768 2.606
H -5.222 -3.607 1.212
O -0.298 -0.540 -1.321
C -2.672 -1.919 2.819
O 4.421 -5.718 -0.266
C 2.083 1.432 -2.012
H -4.589 -3.858 2.842
C -3.580 -2.195 -1.592
H 3.502 0.515 -3.331
H -2.704 -2.565 3.706
C -0.279 4.483 -2.554
C -0.888 5.011 -3.684
N 3.548 -4.993 0.175
C 1.832 -3.343 -0.297
H -2.638 2.235 -1.679
I -3.122 3.628 1.351
H 3.331 0.587 0.185
C 0.719 4.636 3.451
C 0.342 3.948 1.156
C 0.801 6.272 1.705
H 1.968 -2.086 3.087
Ti -1.116 0.248 0.212
C -3.622 -1.042 -2.608
H 0.711 4.837 -2.285
C -0.891 3.485 -1.792
C -2.126 3.011 -2.237
C 0.527 5.279 0.774
H 5.651 -1.516 2.331
C 1.762 -2.203 -2.453
H -5.077 -0.019 1.399
H 1.310 -1.469 -3.105
H 0.429 5.561 -0.266
C 0.193 -1.575 -0.628
H 1.266 0.822 -2.377
H 0.777 4.373 4.501
H 5.407 1.877 -2.516
C -2.445 -3.894 1.312
H -5.243 0.239 -0.333
H -2.954 -4.547 0.599
C 0.442 3.650 2.512
C 3.445 -3.903 -2.043
C -2.455 -3.140 -2.025
H 0.929 7.297 1.377
H -2.660 -0.524 -2.656
*
```

---

Energy values, unit eV, following the record order: -64413.7406 -234713.3490 -132108.6400 -151630.2926.